Record 1
The following is a DFT calculation (ωB97M-V/def2-TZVPD) of a molecular structure, C46H40N11O2SW at a distorted geometry.

Positions of all 101 atoms, in Å:
W -0.060 -0.642 -0.436
C -2.764 -0.122 -3.714
C -2.390 -0.642 -2.396
O -1.422 0.005 -1.732
C -3.088 -1.716 -1.891
C -2.880 -2.087 -0.541
C -4.034 -2.781 0.079
N -1.778 -1.773 0.127
N -1.945 -2.007 1.472
C -0.964 -1.618 2.130
O 0.101 -1.119 1.381
C -0.754 -1.852 3.559
C -1.130 -3.048 4.120
C -0.923 -3.219 5.460
C -0.307 -2.236 6.247
C -0.016 -1.001 5.657
C -0.254 -0.811 4.330
H -2.270 -0.748 -4.472
H -2.488 0.925 -3.885
H -3.829 -0.241 -3.837
H -3.975 -2.107 -2.397
H -4.726 -3.252 -0.655
H -4.570 -2.115 0.720
H -3.689 -3.538 0.819
H -1.616 -3.861 3.534
H -1.263 -4.131 5.921
H -0.175 -2.375 7.306
H 0.401 -0.246 6.285
H -0.092 0.210 3.985
N 3.304 1.767 0.680
C 3.435 0.896 1.777
C 4.203 1.030 2.924
C 4.293 -0.101 3.725
C 3.527 -1.238 3.447
C 2.728 -1.357 2.332
C 2.680 -0.236 1.475
N 2.029 0.036 0.256
C 2.432 1.218 -0.171
C 2.077 1.648 -1.510
C 2.679 2.488 -2.375
S 1.936 2.304 -3.913
C 0.819 1.168 -3.242
N 1.011 0.889 -1.966
H 3.819 2.610 0.597
H 4.786 1.944 3.177
H 4.926 -0.055 4.609
H 3.740 -2.093 4.062
H 2.172 -2.272 2.240
H 3.501 3.196 -2.154
H 0.089 0.760 -3.899
N 0.610 -1.950 -1.444
C 1.103 -2.906 -2.228
C 0.131 -3.798 -2.903
C -0.854 -3.242 -3.738
C -1.840 -4.032 -4.322
C -1.863 -5.392 -4.035
C -0.955 -5.939 -3.141
C 0.035 -5.132 -2.529
C 2.536 -3.178 -2.322
C 2.945 -4.059 -3.381
C 4.252 -4.465 -3.493
C 5.168 -3.971 -2.541
C 4.783 -3.137 -1.497
C 3.485 -2.707 -1.381
H -0.857 -2.195 -3.976
H -2.500 -3.548 -5.035
H -2.547 -6.024 -4.550
H -0.978 -7.015 -2.975
H 0.834 -5.598 -1.880
H 2.237 -4.490 -4.102
H 4.545 -5.224 -4.234
H 6.192 -4.316 -2.605
H 5.520 -2.778 -0.745
H 3.219 -1.968 -0.592
C -3.073 1.911 -0.039
C -1.812 2.086 0.717
N -0.684 1.376 0.580
C 0.200 1.842 1.574
C -0.385 2.881 2.205
N -1.626 3.038 1.669
C -2.429 4.255 2.065
N -1.700 5.469 1.856
N -0.599 5.680 2.614
N 0.030 6.689 2.196
C -0.584 7.145 1.029
C -0.244 8.206 0.188
C -1.120 8.473 -0.857
C -2.280 7.703 -1.035
C -2.562 6.610 -0.249
C -1.682 6.354 0.787
H -3.796 2.624 0.309
H -3.526 0.942 0.169
H -2.960 2.046 -1.109
H 1.116 1.388 1.783
H -0.035 3.526 3.000
H -2.726 4.071 3.118
H -3.332 4.199 1.447
H 0.584 8.846 0.308
H -0.894 9.275 -1.583
H -2.910 7.942 -1.863
H -3.456 6.035 -0.479

HOMO energy ... -14.681 eV
Charge ... +3
Relative energy (zero: lowest compared OMol25 entry of this formula, charge and spin) ... 9.9 kcal/mol
Strongest force on any atom ... 2.083 eV/Å
E_tot ... -2994.18192 Eh
LUMO level ... -10.019 eV
2S+1 ... 1
Gap between HOMO and LUMO ... 0.17133 Eh

***

Record 2
The following is a DFT calculation (ωB97M-V/def2-TZVPD) of a molecular structure, C46H41AsN6O3Pt at a distorted geometry.

Positions of all 98 atoms, in Å:
Pt 0.125 1.969 -0.540
C -4.723 -4.345 -0.561
O -3.654 -3.486 -0.214
C -2.852 -3.896 0.831
C -3.130 -4.934 1.684
C -2.254 -5.228 2.737
C -1.091 -4.515 2.900
C -0.784 -3.481 2.007
C -1.683 -3.135 0.997
N -1.407 -2.165 0.017
C -1.089 -0.825 0.244
N -0.950 -0.503 1.533
C -0.359 0.614 2.162
C 0.149 1.726 1.517
C 0.765 2.706 2.334
C 0.809 2.632 3.712
C 0.218 1.536 4.329
C -0.331 0.525 3.560
O -0.858 -0.615 4.183
C -2.117 -0.385 4.777
N -0.961 -0.010 -0.749
C -1.417 -0.407 -2.024
C -0.510 -0.646 -3.031
C -0.928 -0.973 -4.320
C -2.280 -1.010 -4.584
C -3.227 -0.787 -3.577
C -2.791 -0.508 -2.295
O -3.599 -0.292 -1.217
C -4.937 -0.695 -1.362
H -5.151 -3.888 -1.434
H -5.471 -4.427 0.257
H -4.344 -5.326 -0.792
H -4.041 -5.503 1.556
H -2.487 -6.044 3.422
H -0.400 -4.701 3.695
H 0.143 -2.962 2.115
H -1.884 -2.351 -0.861
H -1.079 -1.273 2.201
H 1.226 3.580 1.894
H 1.276 3.453 4.256
H 0.236 1.466 5.401
H -2.197 0.666 5.106
H -2.191 -1.038 5.655
H -2.925 -0.557 4.068
H 0.524 -0.577 -2.776
H -0.193 -1.151 -5.096
H -2.630 -1.129 -5.606
H -4.291 -0.788 -3.820
H -5.368 -0.609 -0.374
H -5.015 -1.702 -1.784
H -5.442 -0.011 -2.031
N 0.908 3.139 -3.431
C 0.473 2.525 -2.540
C 7.901 2.050 -0.695
C 6.971 2.653 -1.532
C 5.627 2.420 -1.367
C 5.161 1.538 -0.398
C 6.083 0.925 0.456
C 7.448 1.171 0.273
As 3.205 1.347 -0.293
C 2.976 -0.024 -1.662
C 3.106 0.136 -3.028
C 2.941 -0.947 -3.855
C 2.629 -2.196 -3.323
C 2.508 -2.355 -1.949
C 2.691 -1.263 -1.100
C 2.663 -1.278 0.385
C 2.371 -2.382 1.155
C 2.395 -2.286 2.528
C 2.728 -1.088 3.144
C 2.993 0.032 2.363
C 2.964 -0.069 0.995
H 8.967 2.181 -0.809
H 7.315 3.345 -2.277
H 4.961 2.929 -2.024
H 5.718 0.255 1.233
H 8.139 0.674 0.929
H 3.237 1.118 -3.460
H 3.002 -0.828 -4.932
H 2.516 -3.026 -4.002
H 2.266 -3.334 -1.550
H 2.132 -3.323 0.666
H 2.141 -3.146 3.164
H 2.720 -1.027 4.228
H 3.187 0.990 2.810
N -3.997 6.658 -0.874
C -3.155 5.580 -0.839
C -3.151 4.590 -1.823
C -2.355 3.474 -1.664
N -1.634 3.282 -0.586
C -1.574 4.240 0.330
C -2.296 5.401 0.251
H -4.387 6.940 -1.767
H -3.707 7.457 -0.313
H -3.788 4.668 -2.705
H -2.304 2.687 -2.401
H -0.905 4.027 1.162
H -2.211 6.140 1.026

HOMO energy (alpha / beta) ... -6.317 / -7.685 eV
Relative energy (zero: lowest compared OMol25 entry of this formula, charge and spin) ... 0.0 kcal/mol
Strongest force on any atom ... 1.162 eV/Å
E_tot ... -4686.79170 Eh
LUMO level (alpha / beta) ... 0.466 / -0.234 eV
2S+1 ... 3
Gap between HOMO and LUMO (alpha / beta) ... 0.24924 / 0.27382 Eh
<S²> ... 2.009

***

Record 3
The following is a DFT calculation (ωB97M-V/def2-TZVPD) of a molecular structure, C46H42ClMnN4O6Se at a distorted geometry.

Positions of all 101 atoms, in Å:
Mn 0.629 0.219 0.531
C 0.198 3.635 -1.706
C -0.643 3.835 -0.481
C -1.751 4.670 -0.511
C -2.553 4.826 0.608
C -2.246 4.138 1.769
C -1.134 3.302 1.836
C -0.814 2.575 3.106
C -0.333 3.163 0.704
N 0.761 2.258 0.705
C 1.994 2.780 0.767
O 2.351 3.948 0.942
C 3.041 1.718 0.483
C 4.411 1.913 0.434
C 5.209 0.841 0.035
C 4.639 -0.374 -0.336
C 3.260 -0.495 -0.264
N 2.531 0.528 0.170
C 2.435 -1.666 -0.768
O 3.022 -2.624 -1.284
N 1.122 -1.424 -0.642
C 0.283 -2.323 -1.362
C -0.251 -3.447 -0.737
C -0.050 -3.637 0.734
C -1.014 -4.333 -1.486
C -1.258 -4.096 -2.827
C -0.762 -2.947 -3.426
C 0.010 -2.047 -2.703
C 0.538 -0.792 -3.339
H -0.290 4.071 -2.578
H 0.357 2.573 -1.900
H 1.180 4.099 -1.588
H -2.002 5.178 -1.435
H -3.428 5.463 0.568
H -2.881 4.231 2.642
H -1.702 2.495 3.735
H -0.039 3.101 3.667
H -0.435 1.568 2.917
H 4.802 2.888 0.686
H 6.285 0.963 -0.007
H 5.211 -1.217 -0.697
H -0.422 -2.755 1.262
H 1.007 -3.756 0.986
H -0.603 -4.506 1.092
H -1.459 -5.190 -0.996
H -1.878 -4.781 -3.393
H -0.989 -2.733 -4.464
H 0.155 -0.690 -4.355
H 1.628 -0.790 -3.380
H 0.227 0.087 -2.770
O -2.756 1.241 -0.593
C -2.342 0.730 0.439
O -1.212 0.111 0.563
C -3.147 0.803 1.715
C -4.261 1.637 1.735
C -5.004 1.779 2.894
C -4.605 1.063 4.012
C -3.508 0.221 4.019
C -2.775 0.097 2.851
N -5.386 1.215 5.257
O -6.332 2.000 5.248
O -5.059 0.540 6.228
H -4.523 2.164 0.829
H -5.870 2.422 2.942
H -3.232 -0.313 4.917
H -1.906 -0.547 2.812
C -8.306 -6.613 0.177
C -7.241 -5.553 0.158
C -6.649 -5.098 1.328
C -5.667 -4.117 1.324
C -5.069 -3.676 2.629
C -5.239 -3.540 0.114
Se -3.872 -2.239 0.079
C -5.846 -3.993 -1.077
C -5.443 -3.411 -2.402
C -6.819 -4.978 -1.037
H -8.484 -6.966 1.193
H -8.028 -7.478 -0.430
H -9.256 -6.240 -0.214
H -6.958 -5.522 2.277
H -5.496 -4.237 3.458
H -5.231 -2.608 2.790
H -3.986 -3.801 2.620
H -5.449 -2.321 -2.362
H -6.109 -3.760 -3.192
H -4.417 -3.683 -2.652
H -7.267 -5.304 -1.970
Cl 2.034 1.460 4.763
C 0.885 0.134 4.841
C 0.153 0.014 6.010
C -0.697 -1.065 6.191
C -0.767 -2.028 5.187
C -0.039 -1.885 4.025
C 0.800 -0.777 3.775
C 1.493 -0.604 2.511
H 0.266 0.768 6.776
H -1.282 -1.155 7.096
H -1.406 -2.895 5.309
H -0.117 -2.642 3.255
H 1.777 -1.568 2.078
H 2.370 0.029 2.639

HOMO energy (alpha / beta) ... -1.020 / -1.020 eV
Charge ... -2
Strongest force on any atom ... 1.314 eV/Å
E_tot ... -6461.32593 Eh
LUMO level (alpha / beta) ... 3.617 / 3.534 eV
2S+1 ... 5
Gap between HOMO and LUMO (alpha / beta) ... 0.17040 / 0.16737 Eh
<S²> ... 6.052

***

Record 4
The following is a DFT calculation (ωB97M-V/def2-TZVPD) of a molecular structure, C46H44BCl2CoN7O4.

Positions of all 105 atoms, in Å:
Co 0.681 0.981 -0.553
Cl -1.057 7.371 2.998
C -0.532 6.144 1.877
C -0.148 4.905 2.350
C 0.284 3.908 1.494
N 0.545 2.627 2.055
C 1.855 2.298 2.429
O 2.665 3.144 2.734
C 2.132 0.823 2.307
C 2.746 0.201 3.346
C 3.174 -1.228 3.417
C 3.462 -2.533 1.685
C 3.103 -1.628 0.480
N 1.637 0.380 1.136
C 0.392 4.116 0.105
C -0.038 5.378 -0.351
C -0.490 6.358 0.509
Cl -1.009 7.883 -0.167
N 0.830 3.100 -0.748
C 1.326 3.476 -1.943
O 1.544 4.619 -2.378
C 1.677 2.345 -2.883
C 1.810 2.594 -4.243
C 2.107 1.537 -5.084
C 2.289 0.272 -4.538
C 2.150 0.119 -3.170
N 1.840 1.133 -2.367
H -0.182 4.695 3.411
H 3.046 0.843 4.166
H 3.340 -1.481 4.467
H 3.758 -3.542 1.393
H 3.012 -2.192 -0.452
H -0.009 5.595 -1.404
H 1.669 3.605 -4.598
H 2.193 1.691 -6.153
H 2.521 -0.584 -5.159
H 2.262 -0.844 -2.685
C -2.371 -3.311 -0.225
C -1.677 -4.313 -1.105
C -2.379 -5.379 -1.656
C -1.764 -6.332 -2.459
C -0.402 -6.214 -2.705
C 0.316 -5.159 -2.167
C -0.288 -4.175 -1.368
N 0.478 -3.184 -0.796
C 0.285 -1.904 -1.072
N -0.513 -1.558 -2.170
C -1.209 -0.347 -2.398
C -0.878 0.851 -1.736
C -1.719 1.938 -2.011
C -2.787 1.877 -2.899
C -3.042 0.691 -3.571
C -2.259 -0.431 -3.333
C -2.550 -1.719 -4.063
N 0.842 -0.914 -0.430
C 1.662 -1.022 0.782
C 1.116 -1.941 1.891
C 2.327 -2.332 2.704
C 4.426 -1.675 2.530
C 4.958 -0.667 1.572
C 4.237 -0.622 0.453
C 4.440 0.345 -0.663
H -3.319 -3.708 0.145
H -2.580 -2.376 -0.751
H -1.735 -3.049 0.624
H -3.439 -5.466 -1.438
H -2.336 -7.154 -2.874
H 0.105 -6.948 -3.323
H 1.380 -5.061 -2.349
H 0.769 -2.820 1.355
H -0.930 -2.367 -2.597
H -1.533 2.876 -1.500
H -3.407 2.750 -3.074
H -3.852 0.625 -4.291
H -3.307 -1.554 -4.831
H -2.922 -2.504 -3.394
H -1.657 -2.119 -4.555
H 0.333 -1.434 2.458
H 2.163 -3.181 3.373
H 5.181 -2.211 3.110
H 5.750 0.038 1.803
H 5.291 0.998 -0.460
H 3.548 0.960 -0.785
H 4.611 -0.172 -1.612
C -2.526 1.395 4.566
C -2.100 0.527 3.384
C -2.330 -0.939 3.701
O -0.695 0.754 3.187
B -0.587 1.760 2.243
O -1.797 2.046 1.645
C -2.715 1.006 2.035
C -2.689 -0.075 0.966
C -4.103 1.610 2.143
H -1.917 1.128 5.430
H -3.579 1.248 4.816
H -2.363 2.451 4.344
H -1.855 -1.182 4.653
H -1.902 -1.579 2.934
H -3.400 -1.150 3.781
H -1.697 -0.526 0.885
H -2.919 0.374 0.000
H -3.422 -0.856 1.183
H -4.093 2.517 2.746
H -4.799 0.894 2.587
H -4.459 1.864 1.144

HOMO energy (alpha / beta) ... -1.255 / -1.337 eV
Charge ... -2
Relative energy (zero: lowest compared OMol25 entry of this formula, charge and spin) ... 0.0 kcal/mol
Strongest force on any atom ... 0.514 eV/Å
E_tot ... -4791.83362 Eh
LUMO level (alpha / beta) ... 4.120 / 4.120 eV
2S+1 ... 2
Gap between HOMO and LUMO (alpha / beta) ... 0.19752 / 0.20054 Eh
<S²> ... 0.761